No. 1
The following is a DFT calculation (the ωB97M-V functional and the def2-TZVPD basis) of a structure of composition C33H33IrN9O2P at a distorted geometry.

As for the HOMO energy (spin up / spin down): -15.50 / -16.86 eV. The value obtained for the LUMO energy (spin up / spin down) is -8.3 / -9.7 eV. Its expectation value of S² is 8.796. As for the net charge: +3. The frontier orbital gap (spin up / spin down) comes out at 7.1686 / 7.1821 eV. The value obtained for the energy above the lowest of the compared OMol25 structures with the same formula, charge and spin is 22.5 kJ/mol. Its spin multiplicity is 6.

Geometry (Å):
Ir -0.013 -0.252 0.732
N 3.615 -2.483 -0.821
C 2.667 -2.005 -0.029
N 1.586 -1.414 -0.465
C 1.395 -1.294 -1.840
N 0.269 -0.755 -2.284
N -0.634 -0.584 -1.388
C -1.540 0.528 -1.433
C -2.691 0.206 -0.493
C -3.996 0.610 -0.665
C -4.914 0.380 0.356
C -4.494 -0.260 1.509
C -3.167 -0.638 1.609
N -2.285 -0.401 0.639
C 2.423 -1.707 -2.749
C 2.347 -1.531 -4.136
C 3.384 -1.951 -4.937
C 4.510 -2.567 -4.379
C 4.605 -2.760 -3.015
C 3.565 -2.328 -2.204
H 4.408 -2.976 -0.432
H 2.813 -2.120 1.039
H -0.951 0.905 -3.433
H -4.315 1.108 -1.567
H -5.941 0.703 0.249
H -5.175 -0.453 2.326
H -2.806 -1.151 2.492
H 1.472 -1.060 -4.563
H 3.328 -1.810 -6.007
H 5.312 -2.897 -5.024
H 5.474 -3.242 -2.582
O -1.570 1.708 4.484
C -0.572 1.122 4.420
O -0.128 0.420 3.201
C 0.590 0.761 5.328
P 1.226 -0.182 3.894
C 1.055 -1.960 3.889
C 0.299 -2.526 2.855
C 0.124 -3.896 2.805
C 0.711 -4.700 3.778
C 1.480 -4.139 4.789
C 1.657 -2.766 4.854
C 2.663 0.482 3.074
C 2.547 1.287 1.938
C 3.693 1.818 1.371
C 4.937 1.562 1.935
C 5.050 0.748 3.057
C 3.914 0.204 3.631
H 0.315 0.210 6.227
H 1.184 1.630 5.616
H -0.184 -1.893 2.093
H -0.478 -4.338 2.023
H 0.561 -5.771 3.747
H 1.937 -4.775 5.535
H 2.245 -2.331 5.654
H 1.575 1.564 1.526
H 3.613 2.461 0.504
H 5.824 2.012 1.509
H 6.021 0.543 3.488
H 3.995 -0.426 4.511
C -4.997 2.319 -4.135
C -4.162 3.538 -3.751
C -4.548 4.153 -2.411
C -2.634 3.274 -3.839
N -2.037 2.547 -2.730
C -1.826 1.110 -2.809
N -0.739 1.498 -0.605
N -0.834 2.756 -0.813
N -1.528 3.288 -1.772
H -6.053 2.590 -4.137
H -4.883 1.473 -3.454
H -4.749 1.975 -5.140
H -4.330 4.288 -4.527
H -4.378 3.474 -1.572
H -5.605 4.420 -2.417
H -3.978 5.064 -2.224
H -2.139 4.242 -3.872
H -2.425 2.728 -4.760
H -2.689 0.631 -3.273



No. 2
The following is a DFT calculation (the ωB97M-V functional and the def2-TZVPD basis) of the molecule C4H6O2 at a distorted geometry.

As for the HOMO energy: -10.04 eV. The value obtained for the LUMO energy is 0.7 eV. As for the net charge: 0. The frontier orbital gap comes out at 10.7776 eV. The value obtained for the energy above the lowest of the compared OMol25 structures with the same formula, charge and spin is 182.2 kJ/mol.

Geometry (Å):
C 1.484 -0.249 0.141
C 0.015 -0.212 0.380
C -0.830 1.024 0.209
O -1.884 0.225 -0.363
C -1.027 -0.887 -0.868
O -1.437 -1.722 -1.628
H 2.053 0.208 0.955
H 1.759 -1.300 0.052
H 1.707 0.271 -0.794
H -0.326 -0.715 1.299
H -0.414 1.758 -0.503
H -1.099 1.599 1.120



No. 3
The following is a DFT calculation (the ωB97M-V functional and the def2-TZVPD basis) of the molecule C7H10O at a distorted geometry.

As for the HOMO energy: -9.19 eV. The value obtained for the LUMO energy is 1.0 eV. As for the net charge: 0. The frontier orbital gap comes out at 10.2011 eV. The value obtained for the energy above the lowest of the compared OMol25 structures with the same formula, charge and spin is 211.8 kJ/mol.

Geometry (Å):
C -1.982 -0.275 1.250
C -0.600 0.435 1.016
C 0.236 -0.559 0.221
C 1.702 -0.250 0.234
C 2.199 0.026 -0.921
C 1.066 -0.048 -1.966
C -0.040 -0.399 -1.303
H -2.615 0.584 1.644
H -2.343 -0.495 0.293
H -2.114 -0.913 2.150
H -0.144 0.634 1.946
H -0.508 1.282 -0.575
H 0.129 -1.565 0.528
H 2.396 -0.342 1.122
H 3.179 0.410 -1.223
H 1.285 0.235 -2.957
H -1.010 -0.358 -1.750
O -0.835 1.598 0.292



No. 4
The following is a DFT calculation (the ωB97M-V functional and the def2-TZVPD basis) of a cluster of 4 separate species, C25H62N3O7P in total.

As for the HOMO energy: -8.52 eV. The value obtained for the LUMO energy is 0.8 eV. As for the net charge: 0. The frontier orbital gap comes out at 9.2819 eV.

Geometry (Å):
C 1.587 -1.581 -4.317
C 1.111 -2.740 -5.209
C 2.300 -3.633 -5.606
C 0.068 -3.561 -4.433
C -0.651 -4.611 -5.291
C -1.175 -5.784 -4.434
C -1.800 -4.011 -6.119
O -2.426 -2.928 -5.429
P -3.484 -1.972 -6.233
H 1.610 -1.950 -3.285
H 2.605 -1.277 -4.573
H 0.929 -0.712 -4.376
H 0.641 -2.344 -6.116
H 2.172 -4.093 -6.588
H 2.458 -4.420 -4.864
H 3.224 -3.053 -5.658
H 0.602 -4.079 -3.630
H -0.641 -2.888 -3.950
H 0.065 -4.998 -6.023
H -0.654 -5.845 -3.477
H -2.237 -5.655 -4.215
H -1.033 -6.735 -4.951
H -2.558 -4.785 -6.294
H -1.463 -3.679 -7.107
H -3.033 -2.127 -7.568
H -4.587 -2.856 -6.384
C 2.436 -0.299 3.962
O 3.472 -0.341 3.002
C 4.309 -1.484 3.092
C 4.217 -2.360 1.866
N 2.953 -3.079 1.793
C 2.809 -3.883 0.587
C 2.649 -3.163 -0.744
O 1.395 -2.536 -0.906
C 1.278 -1.213 -0.422
H 1.985 0.690 3.900
H 1.661 -1.048 3.763
H 2.830 -0.433 4.974
H 4.079 -2.066 3.989
H 5.340 -1.125 3.180
H 5.019 -3.103 1.935
H 4.415 -1.739 0.980
H 2.180 -2.431 1.880
H 1.942 -4.538 0.709
H 3.688 -4.533 0.522
H 2.689 -3.927 -1.528
H 3.469 -2.461 -0.946
H 2.226 -0.670 -0.484
H 0.919 -1.196 0.612
H 0.540 -0.704 -1.042
C -4.799 -1.658 -0.875
O -4.044 -0.647 -1.507
C -4.152 -0.641 -2.928
C -4.801 0.636 -3.409
N -6.211 0.668 -3.041
C -6.875 1.940 -3.298
C -6.419 3.144 -2.483
O -6.704 3.031 -1.102
C -5.710 2.392 -0.326
H -4.591 -1.599 0.192
H -5.876 -1.528 -1.033
H -4.511 -2.652 -1.233
H -4.716 -1.510 -3.281
H -3.140 -0.707 -3.338
H -4.720 0.681 -4.499
H -4.231 1.478 -2.991
H -6.297 0.447 -2.056
H -7.943 1.799 -3.111
H -6.768 2.178 -4.361
H -6.974 4.017 -2.837
H -5.354 3.360 -2.630
H -4.708 2.573 -0.727
H -5.869 1.312 -0.256
H -5.765 2.805 0.681
C 0.757 6.570 5.168
O 2.109 6.807 5.502
C 2.345 7.004 6.891
C 3.230 5.905 7.434
N 2.529 4.629 7.456
C 3.380 3.490 7.785
C 4.456 3.105 6.777
O 3.948 2.573 5.569
C 3.631 3.511 4.560
H 0.704 6.496 4.084
H 0.383 5.638 5.606
H 0.115 7.394 5.496
H 1.400 7.044 7.442
H 2.852 7.965 7.013
H 3.526 6.159 8.457
H 4.140 5.882 6.818
H 2.100 4.471 6.552
H 2.738 2.618 7.932
H 3.862 3.694 8.746
H 5.055 2.304 7.221
H 5.142 3.935 6.570
H 4.284 4.387 4.604
H 2.590 3.845 4.619
H 3.771 3.015 3.599



No. 5
The following is a DFT calculation (the ωB97M-V functional and the def2-TZVPD basis) of a structure of composition C40H50Br2N6O3PtS2SbSi3 at a distorted geometry.

As for the HOMO energy (spin up / spin down): -4.45 / -4.45 eV. The value obtained for the LUMO energy (spin up / spin down) is -0.1 / 0.0 eV. As for the net charge: -1. The frontier orbital gap (spin up / spin down) comes out at 4.3961 / 4.4078 eV. The value obtained for the energy above the lowest of the compared OMol25 structures with the same formula, charge and spin is 790.5 kJ/mol.

Geometry (Å):
Pt -1.140 1.379 0.433
Br -0.469 1.353 -4.569
C 0.979 1.729 -3.391
C 2.271 1.955 -3.963
C 3.344 2.211 -3.206
Br 5.067 2.415 -4.007
C 3.262 2.391 -1.746
C 4.668 2.771 -0.086
C 4.329 3.106 1.325
C 3.114 2.838 1.777
N 2.159 2.153 0.984
C 1.879 2.044 -1.121
C 0.722 1.717 -2.041
O -0.442 1.492 -1.548
H 2.368 1.878 -5.038
H 5.745 2.756 -0.249
H 5.071 3.589 1.950
H 2.779 3.096 2.777
C -0.375 -2.031 1.589
Sb 0.567 -0.065 1.804
C -1.890 1.483 2.249
C -3.026 0.659 2.541
C -3.550 -0.164 1.416
C -4.931 -0.832 1.526
C -5.604 -0.460 2.799
C -4.977 0.281 3.733
N -3.718 0.844 3.630
Si -1.562 2.846 3.526
C -1.286 2.213 5.288
C -3.010 4.070 3.544
C -0.001 3.791 3.028
C 2.268 -0.316 0.339
C 2.600 1.143 -0.043
C 3.972 1.514 -0.675
C 3.937 3.670 -1.162
C 2.960 4.691 -0.697
C 1.792 4.329 -0.185
N 1.426 2.958 -0.037
Si 3.649 -1.149 1.371
C 2.992 -2.621 2.368
C 4.465 -0.082 2.707
C 5.105 -1.825 0.350
Si 1.828 -1.474 -1.130
C 3.052 -1.163 -2.537
C 0.045 -1.458 -1.723
C 2.097 -3.311 -0.694
H -1.155 -2.100 2.350
H 0.362 -2.810 1.776
H -0.817 -2.179 0.603
H -2.784 -0.801 0.984
H -4.951 -1.915 1.384
H -6.609 -0.825 2.977
H -5.481 0.509 4.667
H -2.172 1.693 5.648
H -1.073 3.048 5.959
H -0.443 1.519 5.326
H -3.907 3.578 3.920
H -3.228 4.449 2.543
H -2.785 4.921 4.189
H 0.831 3.560 3.696
H -0.159 4.871 3.053
H 0.289 3.511 2.015
H 4.609 0.676 -0.948
H 4.645 4.119 -1.854
H 3.202 5.739 -0.829
H 1.045 5.053 0.120
H 2.260 -2.291 3.109
H 3.821 -3.091 2.902
H 2.528 -3.381 1.739
H 3.723 0.437 3.315
H 5.143 0.661 2.290
H 5.047 -0.733 3.365
H 4.783 -2.543 -0.405
H 5.797 -2.339 1.022
H 5.670 -1.043 -0.161
H 3.198 -0.103 -2.736
H 2.685 -1.616 -3.461
H 4.030 -1.599 -2.313
H -0.591 -0.779 -1.162
H -0.378 -2.461 -1.632
H -0.051 -1.155 -2.768
H 3.101 -3.541 -0.333
H 1.937 -3.893 -1.606
H 1.382 -3.673 0.049
N -3.050 -6.831 -2.932
C -3.163 -5.465 -3.193
C -4.420 -4.862 -3.252
C -4.538 -3.516 -3.552
C -3.402 -2.758 -3.780
C -2.152 -3.356 -3.768
C -2.028 -4.701 -3.475
S -3.517 -1.011 -4.153
O -4.903 -0.730 -4.448
O -2.551 -0.795 -5.196
N -2.986 -0.192 -2.867
C -3.626 0.035 -1.752
S -5.216 -0.864 -1.326
C -5.379 -0.040 0.259
C -4.092 0.823 0.353
N -3.281 0.880 -0.815
H -3.821 -7.235 -2.428
H -2.151 -7.130 -2.592
H -5.304 -5.460 -3.061
H -5.507 -3.042 -3.624
H -1.288 -2.751 -4.010
H -1.053 -5.176 -3.471
H -6.343 0.466 0.324
H -4.262 1.827 0.755



No. 6
The following is a DFT calculation (the ωB97M-V functional and the def2-TZVPD basis) of the molecule C5H8O4.

As for the HOMO energy (spin up / spin down): -7.00 / -7.00 eV. The value obtained for the LUMO energy (spin up / spin down) is 0.0 / 0.0 eV. As for the net charge: 0. The frontier orbital gap (spin up / spin down) comes out at 6.9541 / 6.9532 eV. The value obtained for the energy above the lowest of the compared OMol25 structures with the same formula, charge and spin is 412.1 kJ/mol.

Geometry (Å):
C -1.074 0.519 1.200
C -0.513 -0.511 -1.519
C 0.300 0.426 0.812
C 0.639 -0.157 -0.621
C 1.887 -0.687 -0.798
O -1.660 -0.287 2.057
O -1.790 1.435 0.602
O 1.138 0.067 1.835
O 0.614 1.471 -0.092
H -2.606 -0.082 2.107
H -1.086 1.919 0.067
H 1.778 -0.565 1.455
H -1.193 -1.218 -1.035
H -1.086 0.375 -1.791
H -0.141 -0.959 -2.440
H 2.040 -1.430 -1.566
H 2.755 -0.316 -0.273